148
Properties=species:S:1:pos:R:3:forces:R:3 method="wB97M-V/def2-TZVPD" charge=0 orbital_gap_ev=6.109 smiles="CC(C)[C@@H](C)COP(N)(COCOCCO)(P(N)O)C(F)(F)F.O=C1C=C(O)C(=O)C=C1O.O=C1C=C(O)C(=O)C=C1O.O=C1C=C(O)C(=O)C=C1O.O=C1C=C(O)C(=O)C=C1O.O=C1C=C(O)C(=O)C=C1O.O=C1C=C(O)C(=O)C=C1O.O=C1C=C(O)C(=O)C=C1O"
C 5.98177 -2.14657 3.73925 -0.2854 0.0721 0.0176
C 4.55363 -2.28765 3.02943 0.6610 1.5020 1.2614
C 3.52046 -2.51741 4.18795 0.4472 -1.0569 -0.1414
C 4.35232 -0.90574 2.25575 0.1746 -1.5034 -1.3273
C 5.39338 -0.96803 1.03402 0.3482 0.3474 1.0030
C 2.92152 -0.75437 1.61035 0.4434 -2.2905 -0.3011
O 2.50439 0.54116 1.21308 0.5641 -0.0664 1.1325
P 2.62504 1.81105 2.31047 0.4808 1.4649 -1.0115
N 4.28397 2.21455 1.90728 -0.7144 -1.3567 -1.3596
C 1.96828 0.87674 3.79435 -0.6873 -0.1715 1.7380
O 0.66456 0.32343 3.52604 0.7238 0.1422 -0.0716
C -0.05303 0.18657 4.75581 -0.0779 -0.2693 0.4489
O -1.09497 -0.73479 4.58914 0.9784 0.3328 -0.0492
C -0.60865 -2.06540 4.39647 -0.1379 -1.1411 -0.1075
C -0.68276 -2.54204 2.90240 0.0300 1.2810 -0.2354
O -2.04883 -2.41079 2.46842 0.4932 -0.5307 0.2916
P 2.63568 3.61837 3.63439 -1.2007 1.9467 2.2444
N 2.92126 5.08205 2.67744 1.3661 -1.3445 0.9593
O 3.95093 3.43163 4.74088 -0.6997 -0.4107 -1.3783
C 1.27591 2.73261 1.25649 -1.4425 -1.0978 -0.3150
F 1.84591 3.50040 0.29310 -0.4695 -0.4923 0.7912
F 0.43616 3.48422 2.02126 0.8625 -0.2407 -0.7926
F 0.44612 1.82426 0.63458 0.7349 1.0853 0.2191
H 5.97109 -2.69051 4.71925 0.2263 0.1994 -0.9916
H 6.20826 -1.07412 3.99590 -0.3074 -0.9310 -0.2961
H 6.80888 -2.50392 3.08130 -0.5848 0.1579 0.6444
H 4.63206 -3.14425 2.32130 -0.5202 0.5880 0.4797
H 3.65606 -1.77572 5.01990 -0.2983 -0.4265 -0.8953
H 3.76823 -3.51455 4.64921 -0.2885 0.8653 -0.3566
H 2.46407 -2.60056 3.84060 0.7352 0.3455 0.3447
H 4.62351 -0.11430 2.99644 -0.3654 -0.3983 -0.7780
H 6.24545 -0.29015 1.27671 -0.4896 -0.4231 -0.5683
H 5.82498 -2.00095 0.94052 -0.4826 0.9365 0.0380
H 4.92201 -0.70750 0.05964 0.4051 0.0496 0.7365
H 2.98488 -1.35043 0.65385 -0.1654 0.6198 0.8458
H 2.16912 -1.34188 2.20989 0.3668 1.2361 -0.2902
H 4.30044 3.14870 1.48243 -0.1248 -0.0522 0.6253
H 4.52654 1.60400 1.11393 0.3553 0.1244 0.4407
H 2.66865 0.10836 4.23356 -0.4906 0.5133 -0.7991
H 1.79663 1.60170 4.64203 0.5618 -0.3074 -0.9532
H -0.49371 1.15792 5.08652 0.2401 -0.6478 -0.4103
H 0.69535 -0.16222 5.52893 -0.7323 0.1441 -0.4541
H 0.41802 -2.13997 4.83693 -0.6357 -0.1159 -0.5050
H -1.28050 -2.75395 4.97836 0.5056 0.6926 -0.4456
H -0.34011 -3.59600 2.77496 -0.3039 0.6623 0.3310
H -0.07762 -1.88420 2.22006 -0.1511 -0.6189 0.8909
H -2.10522 -1.70319 1.82024 -0.1012 -0.0258 0.0535
H 2.66484 5.83808 3.31197 -0.1082 -0.0438 -0.2828
H 3.94303 5.15374 2.58610 -0.2952 0.3172 -0.3811
H 4.43897 2.62816 4.51179 0.3453 0.2987 -0.0582
O -2.74220 2.37456 -5.09871 -0.1614 0.2262 0.2411
C -1.57663 2.20959 -4.80686 0.2178 -0.2293 -0.7663
C -0.55629 1.87906 -5.80166 -0.3263 0.0519 0.1362
C 0.71305 1.68704 -5.43545 0.2645 -0.1623 -0.9857
O 1.66274 1.38259 -6.34477 -0.2742 0.2810 0.9526
C 1.13462 1.80025 -4.00330 -0.3290 0.1510 0.6460
O 2.29765 1.60063 -3.70154 0.0643 0.2569 -0.1844
C 0.11755 2.15423 -3.01476 0.4125 -0.1176 -0.1481
C -1.15070 2.34766 -3.38623 -0.1134 0.1328 0.9811
O -2.10419 2.67465 -2.49670 0.1541 -0.1480 -0.7617
H -0.87639 1.79847 -6.83120 0.0193 -0.0099 0.0075
H 2.49724 1.28705 -5.84710 0.1300 -0.2738 -0.0602
H 0.43706 2.24931 -1.98778 -0.0030 -0.0183 0.0702
H -2.92495 2.75377 -3.01694 -0.1167 -0.0340 -0.0018
O -8.37797 -2.27763 4.67838 0.1280 0.0235 0.3333
C -7.52124 -2.11410 3.83367 -0.4627 -0.0178 -0.4583
C -7.82359 -2.06635 2.40346 -0.0409 -0.0190 0.3021
C -6.84745 -1.90176 1.50637 -0.7617 -0.0888 -0.5729
O -7.11781 -1.85729 0.18804 0.6578 -0.0842 0.5703
C -5.41999 -1.76257 1.92586 0.5250 0.0158 0.5122
O -4.55463 -1.62946 1.08212 -0.2921 0.0533 -0.3122
C -5.12366 -1.78698 3.36104 0.1951 0.0642 -0.2756
C -6.10141 -1.94929 4.25295 0.7227 0.1891 0.3519
O -5.84779 -1.97250 5.57981 -0.5613 0.2748 -0.9575
H -8.85988 -2.17039 2.11331 0.0149 -0.0074 -0.0078
H -6.25967 -1.73679 -0.26051 -0.0288 0.1533 -0.0715
H -4.08826 -1.66836 3.65544 0.0167 -0.0390 -0.0635
H -6.71228 -2.10490 6.01082 0.0681 -0.1828 0.2508
O -10.02681 -0.62098 -3.63977 -0.1712 0.0158 -0.3337
C -8.87531 -0.24121 -3.69330 0.1630 -0.1439 0.6593
C -7.98742 -0.25143 -2.53067 -0.2927 -0.0570 -0.1015
C -6.73211 0.19181 -2.63163 -0.0836 -0.2079 0.7851
O -5.90503 0.18457 -1.56439 0.0582 0.1937 -0.8487
C -6.19180 0.71255 -3.92471 -0.2688 0.2669 -0.6597
O -5.04676 1.12412 -3.98552 -0.0919 -0.0334 0.5841
C -7.07342 0.69977 -5.09018 0.3842 0.1081 0.2060
C -8.32697 0.25397 -4.98817 -0.0257 0.2120 -0.9422
O -9.15291 0.23118 -6.04805 0.0869 -0.1627 0.7714
H -8.39149 -0.62910 -1.60126 0.0332 0.0110 -0.0060
H -5.05907 0.55364 -1.87798 0.0779 -0.0295 0.1019
H -6.66541 1.06203 -6.02371 -0.0015 -0.0061 0.0155
H -9.99311 -0.13007 -5.71369 -0.1113 -0.0101 -0.0639
O -4.86545 -4.92505 -5.97895 -0.3474 0.1554 -0.0982
C -4.14822 -4.06648 -5.50609 0.5898 -0.4444 0.0882
C -2.77262 -4.33236 -5.08366 -0.3404 -0.0890 -0.1407
C -2.02682 -3.35965 -4.55335 0.6462 -0.7036 0.0383
O -0.75979 -3.58007 -4.16053 -0.5884 0.5340 -0.0562
C -2.56223 -1.97886 -4.36953 -0.5949 0.4536 -0.1218
O -1.85610 -1.12683 -3.86611 0.3515 -0.1326 0.0607
C -3.92908 -1.70742 -4.81361 0.3044 0.0845 0.1423
C -4.67358 -2.67864 -5.34693 -0.5296 0.6394 -0.0362
O -5.93351 -2.45128 -5.76474 0.5435 -0.5309 0.0996
H -2.39730 -5.33700 -5.22006 0.0030 0.0148 0.0128
H -0.44372 -2.72631 -3.81458 0.1133 0.0230 0.0517
H -4.29778 -0.69917 -4.69110 0.1747 -0.0868 -0.0877
H -6.25170 -3.30679 -6.10502 -0.1006 -0.0293 -0.0429
O -2.99096 -7.30206 9.38871 -0.2037 -0.2329 0.2927
C -3.74496 -6.48371 8.90070 0.5516 0.3194 -0.5542
C -3.33440 -5.56959 7.83653 0.0179 -0.3332 0.3250
C -4.19411 -4.67374 7.34128 0.8358 0.3217 -0.6877
O -3.83548 -3.82645 6.36200 -0.7603 -0.3648 0.6533
C -5.59422 -4.57207 7.85456 -0.4592 -0.3500 0.5064
O -6.34048 -3.73380 7.39160 -0.0091 -0.0882 0.1122
C -6.01103 -5.50291 8.90284 -0.0734 0.2912 -0.2425
C -5.15153 -6.39897 9.39363 -0.7555 -0.2310 0.5209
O -5.51291 -7.26596 10.35543 0.5831 0.2536 -0.4675
H -2.31853 -5.65275 7.47646 -0.0143 0.0179 -0.0032
H -4.62835 -3.27620 6.17790 0.1521 0.2354 -0.1737
H -7.03132 -5.43094 9.25335 0.0188 -0.0044 0.0058
H -4.71821 -7.79956 10.53450 0.0230 -0.0859 0.0829
O 4.19821 0.38315 -5.27125 -0.1021 0.1190 -0.1790
C 5.37938 0.60209 -5.45362 0.3487 -0.5953 -0.3726
C 6.26724 -0.36017 -6.10448 -0.3999 0.0671 0.1920
C 7.56223 -0.08146 -6.26964 0.0270 -0.8779 -0.4174
O 8.39690 -0.94892 -6.86751 -0.0834 0.7042 0.3531
C 8.14891 1.20766 -5.79862 -0.2099 0.7281 0.3677
O 9.33633 1.41263 -5.95307 0.1773 -0.3356 -0.2023
C 7.25651 2.17967 -5.16864 0.3605 -0.1372 -0.1005
C 5.95858 1.90240 -5.00546 -0.0281 0.9913 0.4149
O 5.11469 2.77971 -4.42889 0.0322 -0.8981 -0.4392
H 5.83044 -1.29070 -6.43963 0.0176 0.0066 0.0025
H 9.26863 -0.51463 -6.86164 0.1095 -0.0339 -0.0367
H 7.69038 3.11627 -4.84776 -0.0753 0.0071 0.0027
H 4.23905 2.34189 -4.42413 -0.1044 0.0762 0.2711
O 7.08528 5.40934 -4.44557 0.3211 0.1250 -0.3583
C 6.69266 6.33649 -3.76686 -0.4016 -0.3779 0.5897
C 5.91341 6.14159 -2.54605 0.2034 -0.1738 -0.2945
C 5.48856 7.19176 -1.83955 -0.3450 -0.6877 0.5283
O 4.77326 7.03618 -0.71297 0.3394 0.5139 -0.4738
C 5.78608 8.59100 -2.26541 0.3501 0.4389 -0.5232
O 5.36512 9.51762 -1.60354 -0.1918 -0.1364 0.3254
C 6.58616 8.78537 -3.47442 -0.1870 0.1264 0.2906
C 7.01381 7.73491 -4.17869 0.3600 0.6827 -0.5384
O 7.75258 7.88841 -5.29182 -0.3480 -0.5206 0.4954
H 5.70242 5.12316 -2.24972 -0.0282 0.0109 -0.0310
H 4.58920 7.93852 -0.39599 -0.0960 0.0298 0.0965
H 6.81015 9.80288 -3.76324 -0.0038 -0.0197 -0.0091
H 7.92999 6.98606 -5.61151 0.0605 -0.0305 -0.1116

=====

8
Properties=species:S:1:pos:R:3:forces:R:3 method="wB97M-V/def2-TZVPD" charge=0 orbital_gap_ev="7.753 / 6.035" de_lowest_ev=1.818
C -0.08210 -1.58811 -0.54648 0.7728 0.6481 0.0436
C -0.14286 -0.52303 -1.13144 -0.9608 -0.5795 -0.8976
N 1.35161 1.71498 0.69765 0.9403 -1.0729 1.0127
O 1.04132 2.61899 0.03343 -0.5942 1.4114 -1.0612
O 0.80654 0.74725 1.10403 -0.2068 -0.1132 0.3669
I 0.59513 -3.03133 0.65913 -0.2445 0.0963 -0.1692
I -2.76004 -0.75326 1.69697 -0.0620 0.0119 0.0631
I -0.80961 0.81451 -2.51329 0.3552 -0.4022 0.6417